A single CH4NP3S molecule, computed with the ωB97M-V functional and the def2-TZVPD basis.

```
10
CH4NP3S (the ωB97M-V functional and the def2-TZVPD basis)
C -0.85282 -1.09273 -0.24777
N 1.02116 1.36525 0.43291
P 0.28466 2.02534 -0.79046
P 1.25537 0.75318 1.88209
P -0.39461 0.07671 -1.66510
S 3.07775 0.08224 2.00699
H 0.00432 -1.15086 0.50757
H -1.06710 -1.95462 -0.72050
H -1.67221 -0.78249 0.30658
H -1.65652 0.67798 -1.71231
```

charge	0
ΔE to the lowest compared entry with this formula, charge and spin	1.010	eV
SMILES string	C[PH]#P=NP=S
Kohn-Sham gap	7.073	eV
HOMO energy	-8.607	eV

Here are the natural (NBO) charges for atoms 1 to 2, given in e: number 1, C, carries -0.86; number 2, N, carries -1.31